No. 1
Below is a cluster of 11 separate species, C99H209N11O11 in total, with properties calculated with wB97M-V/def2-TZVPD.

Properties
LUMO level in eV: 0.4878
Spin multiplicity: 1
F_max in eV/A: 3.3
Electronic energy in eV: -144952.7949
ΔE to the lowest compared entry with this formula, charge and spin in kJ/mol: 0.0
E_HOMO in eV: -8.128
Orbital gap in eV: 8.616

Geometry (Å):
H (2.87650, -0.42427, 1.03065)
H (0.47551, 2.08361, -9.52190)
C (-0.10276, -7.66062, 3.90090)
C (6.16960, -1.31861, 1.28529)
H (-4.28658, 0.94948, 2.19384)
H (3.77545, 6.14474, 1.75807)
H (4.35433, 8.36445, 4.84698)
C (-4.46808, 1.29434, -7.21964)
C (1.99011, 0.31170, -6.92853)
H (4.61331, -0.82571, 4.31974)
C (-3.36924, 4.16029, 2.52232)
C (-5.14153, 2.70740, 1.43052)
H (-1.48664, 0.49967, -8.04107)
H (0.63295, -1.46238, -2.95956)
H (5.61497, -0.42202, 0.98249)
H (-7.18070, -4.73192, -0.95677)
C (5.79919, -4.00206, 3.34654)
H (2.35167, -6.54531, 0.95550)
H (-2.31045, 1.92986, -3.89920)
O (-1.88229, -7.22878, 2.42063)
C (5.46808, 6.19221, 5.65269)
H (0.28610, 4.15830, 3.98072)
H (-7.32987, -4.23503, 0.78156)
C (-1.11410, -2.78993, 6.31685)
C (-0.61892, -0.95206, -1.27350)
H (3.73690, -4.49922, 3.80506)
C (-1.68265, 0.07358, -0.89376)
H (0.21674, -9.51115, 2.86399)
H (-2.99006, 3.53721, 4.60336)
H (-4.73796, -6.10392, -0.97490)
H (0.61956, -7.94430, -0.33785)
H (2.36714, 7.30237, 5.35458)
H (-5.35568, 2.87180, 4.32955)
H (-1.50734, -1.58954, 4.05451)
C (-4.34488, 1.52174, -4.64490)
H (-0.30904, -4.81510, 1.26698)
H (-3.51543, -4.90361, -1.24414)
H (-6.48407, 3.91131, 2.59764)
H (-0.54238, -3.25415, 7.15895)
C (-4.94810, 0.83142, -5.87921)
H (6.49697, 6.46728, 5.31147)
H (0.42164, -1.35333, 2.81650)
H (5.08862, -2.43588, -5.64357)
C (0.78674, 1.94919, -8.50444)
H (-0.57240, 0.34724, 9.36165)
C (2.05983, 0.32057, 1.16613)
H (2.88072, -4.67254, -1.42923)
H (2.80774, -2.29313, 3.80390)
O (-1.67622, 3.99692, -1.86463)
H (0.51734, 1.69873, 9.07005)
H (0.46997, 2.60524, -1.23801)
H (-0.74183, -1.83701, -6.59258)
H (-4.30825, 1.45374, 4.57507)
C (4.58377, -1.03961, -3.07763)
C (0.20025, -8.16555, 0.61998)
C (0.78650, -0.29925, -6.11889)
H (1.15387, 6.86606, -3.39206)
H (5.94597, 5.92436, 2.79756)
H (-0.75589, -8.66290, 0.42035)
C (-1.89485, 4.55311, 2.18419)
H (6.42563, -0.05444, -2.91702)
H (5.42053, 5.13295, 5.97817)
C (2.72955, -4.37587, -2.46353)
H (1.98534, 3.87563, -3.35343)
H (2.30050, -3.13576, -4.61325)
H (-1.00431, -3.04536, -8.77594)
H (0.09476, 0.48419, -5.92952)
H (-1.96160, -7.52197, 4.98857)
C (-4.54957, 2.24372, 3.86638)
H (-1.94468, -2.36773, -0.31923)
H (-0.85958, 8.38869, -2.24448)
H (-1.16855, 1.93998, 8.99911)
H (1.70329, 0.44610, 7.43928)
N (-0.51813, -6.89486, 2.71987)
H (-2.35312, 1.66296, 6.44391)
H (-4.88829, -1.62960, 2.91399)
H (4.74261, 1.02688, -2.68005)
H (1.26586, 2.78262, -8.09804)
C (6.59213, -5.07199, 4.12749)
N (0.68203, -0.63351, -0.51628)
C (-4.74616, -2.30184, 2.04086)
C (-5.18170, 1.11221, -3.41746)
H (-3.73905, -6.32464, 1.72223)
H (2.45344, 1.14568, -6.43540)
H (-3.54197, -5.07885, 3.53181)
H (0.77500, 6.13132, 2.34748)
O (-2.33273, -0.37229, 7.44358)
H (5.81577, -5.64953, 4.63229)
C (4.58777, 6.32351, 4.30409)
C (1.47182, 5.90222, -1.56998)
C (-5.26917, -4.32829, -0.07104)
C (1.42489, 6.47644, 3.13314)
H (-2.35639, 0.76742, -5.23839)
H (5.63221, -2.16906, 0.83930)
H (-3.45965, 1.00360, -7.45126)
H (6.48295, -4.46036, 1.26651)
H (5.99035, -3.81455, -3.71819)
H (-1.69693, -0.33431, -9.61287)
H (-2.40462, 6.79007, -0.51676)
C (-1.60348, 6.43389, -3.77165)
C (0.38045, -1.52715, 1.73632)
H (1.79829, -3.78598, -2.41514)
H (4.25158, -0.46350, 2.67344)
H (-1.05176, -1.37764, -3.34292)
H (2.05108, 4.15397, 1.93432)
C (5.61924, -4.49020, 1.89815)
H (-7.29987, 2.95277, 1.36083)
H (-2.17413, 7.36457, -3.99067)
H (-0.34653, 7.60839, -0.81453)
H (-3.52095, 5.98632, 3.54291)
H (-6.09080, 1.07861, 0.48883)
H (-2.00559, 2.62111, -6.57317)
H (1.67736, -7.61587, 5.14192)
H (-2.62395, -0.21703, -1.32622)
H (-1.37420, 3.63943, 1.91946)
H (1.26719, -6.09775, 4.45607)
O (0.90679, -0.17710, -10.40816)
H (1.71046, 3.57809, 4.91196)
N (3.85537, -2.20017, -2.49150)
H (0.93026, -1.77384, 4.62651)
H (3.76069, 8.17487, 3.14912)
H (4.54569, 0.06392, -1.22965)
H (0.90034, 4.74918, -4.15819)
H (5.39804, 4.45506, 3.64398)
C (-4.67525, 2.80526, -7.27776)
H (2.59819, -5.25122, -3.06615)
H (-2.91651, 0.27247, -3.67266)
C (0.59602, 4.67306, -1.95233)
H (-4.39404, -2.58316, -0.73630)
C (6.09347, -1.45614, 2.85494)
C (-3.29726, 3.05929, 3.65386)
H (-6.75684, -5.84161, 0.34739)
H (-1.40896, 0.11890, 4.38812)
C (-0.27672, -5.74648, 0.67450)
H (5.18320, 6.87269, 6.41750)
N (6.55888, -2.69275, 3.39572)
N (-4.46649, -4.58247, 1.18432)
H (0.42477, 0.63026, 4.63181)
C (-0.43622, 0.71304, 1.09989)
C (1.05341, 0.89049, 6.70802)
H (-6.17340, -5.04397, 3.67907)
C (-3.46938, -4.03510, 3.27755)
H (-6.91609, -3.80111, 2.66629)
H (-0.07792, 1.77115, -7.89157)
H (-5.37672, 2.28700, -0.72185)
H (3.33782, 2.06695, -8.53408)
C (0.91676, 4.08395, -3.30938)
H (2.65980, 1.38506, -10.09336)
H (-1.22682, -5.96217, 0.22669)
C (-0.13906, -9.22536, 3.80731)
H (0.71037, 3.77951, 0.08506)
C (-6.40635, 3.52834, 1.62374)
C (-4.70434, -3.76833, 2.44654)
H (-3.08252, 4.06271, -0.36460)
O (-3.95814, 3.73160, -3.77896)
H (-4.21532, 5.47953, -7.12410)
H (2.03378, 3.38941, -1.01053)
N (-3.81208, 3.34444, 1.32503)
H (-6.08933, -2.74293, -1.12170)
H (5.42074, 8.28271, 3.55517)
C (4.05149, 5.13983, 2.09942)
H (2.22362, -8.41614, 2.75533)
C (0.23489, -1.46443, -6.93610)
C (-1.36861, 6.37448, -2.25063)
C (-1.80414, 0.30133, 0.59449)
H (3.07725, -0.41361, -4.48057)
H (-1.88741, -8.13576, 2.14517)
H (7.06108, -5.70508, 3.37257)
H (-1.69190, -2.63304, -2.04052)
H (5.22193, -5.52329, 1.85814)
C (-2.66572, 6.69016, -1.54835)
H (-5.02604, 0.69484, -7.94859)
C (2.94757, 1.16986, -9.06823)
H (6.58234, -1.69184, -2.12971)
H (-1.36207, 1.01939, -1.39105)
H (1.71928, 7.98572, -2.09127)
H (2.50428, 5.58529, -1.70655)
H (2.10837, 7.21770, 2.73765)
H (3.44656, -1.96304, -6.16625)
H (-3.05364, 7.63440, -1.86901)
H (-4.43133, 6.03350, 2.09137)
H (-6.66655, -2.29224, 1.29696)
C (-5.22461, 1.76523, 0.23889)
H (7.16051, -0.56905, 4.55744)
C (-0.76148, -1.33644, 5.98280)
H (4.87442, -3.88242, 1.35437)
H (7.17434, -1.37624, 0.98900)
C (6.97087, -0.37232, 3.49830)
H (2.24200, 1.14943, 0.43621)
C (3.40863, -3.28650, -4.59733)
C (2.23897, -7.33219, 3.01559)
O (-4.61863, -5.93124, 1.54461)
H (-2.26208, 4.11469, -2.66323)
H (-1.84603, 3.93126, -5.46118)
C (1.16477, 4.45549, 4.58312)
C (-0.96134, -7.16168, 5.06578)
H (-5.30954, 0.04015, -3.38304)
C (0.67495, -0.34504, 0.89574)
H (3.76939, 0.43564, -9.14717)
C (5.18950, -4.26440, -3.10715)
H (0.77052, 6.89444, 3.87264)
C (-1.25023, 1.93997, 6.41861)
H (1.39813, -1.72257, 6.28789)
H (-6.03936, 0.94433, -5.86663)
H (-4.26072, 3.21592, -8.18140)
H (-5.46181, 5.18929, -5.86413)
N (-0.82623, 5.15405, -1.69390)
H (0.72789, -3.19892, -9.08779)
C (-3.96093, 3.53804, -6.12177)
H (-0.48965, 0.82992, 2.19375)
H (-0.04761, 0.19324, -3.04757)
C (1.07323, 7.13942, -2.32994)
C (1.71831, 0.70642, -8.38453)
C (4.12172, -0.85963, -4.48256)
C (4.08831, -2.15053, -5.32273)
C (3.75160, -2.49876, 3.25366)
H (-4.37987, 1.04555, 0.10988)
C (-0.37853, 0.90176, 7.18555)
H (-2.57494, 2.32301, 3.27211)
H (-6.40480, 4.37027, 0.92983)
N (1.20303, -0.54618, -9.06046)
H (1.96604, -1.60273, -1.53302)
H (-0.56423, -1.90515, 1.46084)
H (6.50228, 0.62635, 3.32368)
H (0.71479, 4.94533, 5.47080)
C (0.96112, 3.53068, -0.93791)
H (7.95842, -0.33653, 3.01585)
H (-2.19712, -2.95706, 6.48661)
C (1.32200, -7.20010, 4.19718)
H (-1.45695, 5.00244, 3.09868)
N (-4.53735, 3.00924, -4.85248)
C (-0.38037, 1.23718, 8.74469)
H (-0.72444, 6.39832, -4.40048)
C (-0.13199, -2.54505, -9.14935)
O (4.27253, -2.41803, -1.14737)
O (7.81845, -2.94796, 2.84859)
O (1.51684, -1.75580, -0.67091)
H (2.83171, -0.41061, -6.97386)
H (-0.60278, -7.53179, 6.04621)
H (-0.12483, 1.62324, 0.57536)
H (0.50318, -9.69319, 4.57898)
C (-2.93924, 1.12177, -4.37431)
C (-6.70702, -4.79348, 0.05877)
H (-0.33672, -2.33969, -10.22427)
H (4.72391, -0.02383, -4.90651)
H (-0.92492, 2.09838, 5.41454)
O (2.67347, 6.49845, 5.74225)
C (4.65956, -1.23998, 3.30366)
H (-3.40783, 5.89587, -1.70702)
C (-2.43630, 3.54284, -6.29674)
H (1.37350, 1.93856, 6.74448)
C (2.82122, 4.40768, 2.69575)
C (3.85222, -3.53477, -3.14487)
H (0.41920, -5.59122, -0.13486)
C (2.15438, 5.33335, 3.76988)
H (0.29400, 3.20584, -3.39952)
H (-4.68229, 4.20102, -3.33644)
C (-0.24537, -0.84096, -2.77676)
C (4.18589, 0.18420, -2.24678)
H (-2.40822, -0.71687, 8.35761)
H (-5.95336, -3.39453, 4.14077)
C (-4.20665, 5.37787, 2.91237)
C (1.13293, 0.18190, 5.33529)
H (-1.16254, 2.91913, 6.95339)
C (4.49384, 7.80066, 3.89112)
H (3.05593, 3.43576, 3.16936)
H (4.98759, -5.25426, -3.52858)
H (-2.20161, -1.02812, -8.04506)
H (-1.76225, 5.21981, 1.33660)
H (-1.16486, -9.69092, 3.93635)
C (-0.00577, -1.18861, -8.43243)
H (-5.01687, 5.16628, 3.61035)
H (-3.72159, -2.06444, 1.74492)
H (-2.60702, 1.01372, 0.81575)
H (-0.94508, -3.37669, 5.35870)
O (-3.89166, 4.21679, 0.18704)
C (1.77221, -6.46098, 1.89340)
H (4.49849, 4.59161, 1.29343)
H (-4.54871, 1.37884, -2.57178)
H (-4.84635, -0.26960, -5.76313)
C (0.27940, -6.82386, 1.52693)
H (8.36420, -2.82234, 3.62945)
H (2.13783, 0.74090, 2.20443)
H (-2.08621, -0.62607, 1.14198)
H (7.22190, -4.65691, 4.90961)
H (-2.26339, 5.59660, -4.10142)
H (-3.81533, 5.57110, -5.42001)
C (-4.42300, 5.08144, -6.15170)
H (1.51171, -0.76409, -10.88663)
H (3.60264, -2.74416, 2.17356)
H (-5.71578, 3.00993, -7.23667)
H (3.20106, -6.91477, 3.33453)
H (-2.71279, -0.95934, 5.02928)
C (-5.70598, -1.98011, 0.89920)
H (0.79569, -8.96311, 1.00854)
C (-1.19569, -2.36185, -1.07186)
H (0.99808, -2.38470, 1.54466)
H (6.70607, -1.43409, -3.91326)
H (1.74541, -5.42981, 2.16845)
H (2.19755, 0.16101, 5.00195)
C (0.74995, -1.26361, 5.55592)
H (-5.05470, -4.95222, -2.12692)
H (-0.79977, -6.10850, 5.17960)
C (-0.32649, 7.49816, -1.88597)
C (-5.35533, -2.84810, -0.30985)
H (3.10586, 0.42554, -2.09511)
C (-5.96954, -4.03079, 3.25489)
C (4.45095, -3.66808, 3.88916)
N (3.25992, 5.76364, 4.69543)
H (1.28614, 6.00861, -0.53884)
H (0.86901, -2.33958, -6.76111)
H (-6.15046, 1.57433, -3.34732)
H (3.47070, -2.28180, -0.59277)
C (-1.36839, -0.46652, -8.54675)
C (-5.02771, 1.67214, 2.54511)
N (-0.89990, -0.46187, 7.18394)
H (-5.71667, -0.95260, 0.61972)
H (4.64413, -3.47913, 4.96771)
H (-2.21554, 4.11881, -7.20750)
C (5.10087, 5.38781, 3.16166)
H (3.45304, -4.17300, -5.21342)
C (-4.55335, -5.10091, -1.18457)
H (5.59950, -4.37940, -2.11052)
H (-0.44846, -3.18133, -0.91001)
H (-3.49214, -3.48277, 4.22100)
C (6.15979, -1.10072, -2.97832)
H (-5.91073, 1.11263, 2.73295)
C (-1.64169, -0.82432, 4.85381)
H (1.17126, -0.69547, -5.16371)
H (-2.50406, -3.85766, 2.75253)

Here are the Mulliken charges for atoms 1 to 6, given in e: number 1, H, carries -1.073; number 2, H, carries 0.420; number 3, C, carries 1.603; number 4, C, carries -1.324; number 5, H, carries -0.471; number 6, H, carries 0.210

***

No. 2
Below is a structure of composition C9H10AuF3NO3S, with properties calculated with wB97M-V/def2-TZVPD.

Properties
LUMO level (alpha / beta) in eV: 2.9639 / 0.8389
Spin multiplicity: 3
F_max in eV/A: 1.9
Electronic energy in eV: -39805.0064
E_HOMO (alpha / beta) in eV: -3.558 / -4.173
Orbital gap (alpha / beta) in eV: 6.521 / 5.012
Total charge: -1

Geometry (Å):
C (0.79613, 1.40532, 2.25092)
H (0.85001, 3.55892, 1.67683)
S (-1.32798, -2.73464, -0.36940)
C (0.33901, 2.59674, 1.64023)
F (-2.82141, -4.85896, 0.37423)
Au (0.10172, 0.21586, -0.29328)
C (2.14512, 0.00757, -0.94613)
H (-0.20230, -0.63010, 2.41807)
H (-2.23963, 0.49759, 1.11475)
O (-0.28719, -2.59104, 0.65318)
C (-0.15619, 0.36195, 1.99145)
O (-1.10999, -3.69811, -1.43529)
N (0.57861, 1.15466, -2.15928)
H (2.68188, 2.46900, -3.43574)
H (0.19640, 1.93116, -2.69694)
H (3.92967, 1.66295, -2.27090)
F (-2.68265, -3.29065, 1.91258)
C (-2.78335, -3.51925, 0.57870)
F (-3.95486, -2.99214, 0.15726)
C (-0.93105, 2.36836, 1.06300)
C (1.90932, 1.05585, -2.00849)
H (2.18619, -1.01375, -1.34102)
C (2.91680, 1.76696, -2.64362)
H (2.90125, 0.25904, -0.20077)
H (-1.57618, 3.12234, 0.61872)
H (1.68031, 1.32725, 2.87429)
O (-1.85672, -1.41097, -0.79343)
C (-1.28292, 0.97810, 1.27008)

Here are the natural (NBO) charges for atoms 1 to 6, given in e: number 1, C, carries -0.280; number 2, H, carries 0.196; number 3, S, carries 2.301; number 4, C, carries -0.349; number 5, F, carries -0.333; number 6, Au, carries 1.038